{"formula": "C31H37ClGaI2N3O6", "method": "ωB97M-V with the def2-TZVPD basis set", "symbols": ["Ga", "C", "C", "C", "C", "C", "C", "C", "C", "C", "C", "C", "C", "N", "C", "O", "C", "C", "C", "C", "C", "N", "C", "O", "N", "C", "C", "C", "C", "C", "C", "C", "C", "C", "C", "C", "C", "H", "H", "H", "H", "H", "H", "H", "H", "H", "H", "H", "H", "H", "H", "H", "H", "H", "H", "H", "H", "H", "H", "H", "H", "H", "H", "H", "H", "H", "H", "H", "H", "H", "H", "H", "H", "H", "O", "Cl", "O", "O", "O", "I", "I"], "coordinates": [[-0.437, 0.040, -0.115], [0.505, 4.181, -2.001], [-0.210, 3.805, -0.706], [-1.237, 4.865, -0.305], [0.738, 3.545, 0.443], [1.799, 4.412, 0.673], [2.654, 4.222, 1.742], [2.456, 3.150, 2.592], [1.404, 2.263, 2.402], [1.250, 1.097, 3.355], [0.857, 1.580, 4.752], [2.522, 0.250, 3.424], [0.542, 2.482, 1.326], [-0.533, 1.560, 1.108], [-1.560, 1.595, 1.992], [-1.814, 2.448, 2.822], [-2.472, 0.386, 1.867], [-3.647, 0.124, 2.552], [-4.342, -1.036, 2.216], [-3.886, -1.893, 1.216], [-2.701, -1.559, 0.583], [-2.050, -0.474, 0.956], [-2.005, -2.287, -0.551], [-2.466, -3.336, -0.957], [-0.896, -1.635, -1.003], [0.009, -2.422, -1.789], [0.117, -2.227, -3.167], [1.058, -2.980, -3.862], [1.856, -3.911, -3.225], [1.707, -4.110, -1.866], [0.790, -3.373, -1.126], [0.670, -3.657, 0.359], [-0.024, -5.002, 0.598], [2.025, -3.636, 1.068], [-0.740, -1.268, -3.979], [-2.238, -1.538, -3.849], [-0.400, 0.205, -3.746], [-0.218, 4.269, -2.812], [1.243, 3.428, -2.277], [1.013, 5.139, -1.915], [-0.762, 2.878, -0.895], [-0.744, 5.816, -0.102], [-1.773, 4.570, 0.597], [-1.962, 5.026, -1.104], [1.956, 5.248, 0.008], [3.474, 4.904, 1.910], [3.132, 2.997, 3.420], [0.453, 0.445, 2.977], [1.651, 2.196, 5.173], [0.708, 0.730, 5.418], [-0.056, 2.172, 4.726], [3.335, 0.798, 3.898], [2.855, -0.059, 2.433], [2.341, -0.644, 4.021], [-3.996, 0.817, 3.299], [-5.264, -1.267, 2.730], [-4.423, -2.779, 0.918], [1.158, -2.831, -4.929], [2.580, -4.483, -3.785], [2.315, -4.849, -1.367], [0.055, -2.870, 0.816], [0.587, -5.813, 0.200], [-0.998, -5.044, 0.116], [-0.150, -5.176, 1.667], [2.629, -4.496, 0.783], [1.879, -3.687, 2.146], [2.592, -2.732, 0.839], [-0.477, -1.479, -5.022], [-2.588, -1.404, -2.827], [-2.476, -2.557, -4.146], [-2.797, -0.853, -4.491], [-0.741, 0.552, -2.766], [-0.891, 0.825, -4.498], [0.674, 0.379, -3.802], [3.155, 0.909, 0.094], [2.227, -0.007, -0.422], [2.805, -0.994, -1.237], [1.145, 0.718, -1.192], [1.410, -0.622, 0.662], [-3.137, 1.261, -1.419], [-3.221, 2.701, -3.641]], "atomic_forces_ev_per_a": [[0.4, -0.2, 0.5], [0.0, 0.0, 0.0], [-0.1, -0.2, 0.0], [0.0, -0.1, 0.0], [0.0, 0.1, 0.0], [0.0, -0.1, 0.0], [0.0, -0.1, 0.0], [0.0, 0.1, 0.0], [0.1, 0.0, 0.1], [-0.1, -0.2, 0.0], [0.0, 0.0, 0.0], [0.1, 0.0, -0.1], [0.0, 0.0, -0.1], [-0.1, -0.1, -0.1], [-0.2, 0.0, -0.1], [0.1, 0.0, 0.1], [-0.1, 0.0, 0.1], [0.1, 0.0, -0.1], [0.0, 0.0, 0.0], [0.2, 0.1, -0.1], [-0.1, -0.1, 0.0], [-0.1, 0.1, 0.0], [-0.1, 0.1, 0.0], [0.1, -0.1, 0.1], [-0.2, 0.2, 0.2], [0.0, 0.1, -0.1], [0.0, 0.0, -0.2], [0.0, 0.1, 0.0], [-0.1, 0.0, 0.1], [0.0, 0.0, -0.1], [0.1, -0.2, 0.1], [-0.1, 0.1, 0.1], [0.0, 0.0, 0.0], [0.1, 0.1, 0.0], [0.1, 0.0, -0.1], [0.0, 0.0, 0.0], [0.0, 0.0, 0.1], [0.0, 0.0, 0.0], [0.0, 0.0, 0.0], [0.0, 0.1, 0.0], [0.1, 0.1, 0.0], [0.0, 0.1, 0.0], [0.0, 0.0, 0.1], [-0.1, 0.0, -0.1], [0.0, 0.1, -0.1], [0.1, 0.1, 0.0], [0.1, 0.0, 0.1], [0.1, 0.1, 0.1], [0.0, 0.1, 0.0], [0.0, -0.1, 0.1], [0.0, 0.0, 0.0], [0.1, 0.1, 0.0], [0.0, 0.0, 0.2], [0.0, -0.1, 0.0], [0.0, 0.1, 0.1], [0.0, 0.0, 0.0], [0.0, -0.1, 0.0], [0.0, 0.0, -0.1], [0.1, -0.1, 0.0], [0.1, -0.1, 0.1], [0.1, -0.2, -0.1], [0.0, -0.1, 0.0], [0.0, 0.0, 0.0], [0.0, 0.0, 0.1], [0.0, -0.1, 0.0], [0.0, 0.0, 0.1], [-0.1, -0.1, 0.0], [0.0, 0.1, 0.1], [0.0, 0.0, -0.1], [0.0, -0.1, 0.0], [0.0, 0.0, 0.0], [0.1, -0.1, -0.2], [0.0, 0.0, 0.0], [0.0, 0.0, 0.0], [0.1, 0.2, 0.1], [-0.3, 0.1, -0.2], [0.2, -0.1, -0.1], [0.1, -0.1, 0.0], [0.0, 0.0, -0.2], [-0.4, 0.3, -0.1], [-0.1, 0.0, 0.1]], "lumo_energy_ev": -2.20, "homo_ev": -8.74, "largest_force_ev_per_a": 0.68}

{"formula": "C18H16N4OS2", "method": "ωB97M-V with the def2-TZVPD basis set", "symbols": ["C", "N", "C", "C", "C", "N", "C", "O", "C", "S", "C", "N", "C", "N", "C", "S", "C", "C", "C", "C", "C", "C", "C", "C", "C", "H", "H", "H", "H", "H", "H", "H", "H", "H", "H", "H", "H", "H", "H", "H", "H"], "coordinates": [[-3.704, -1.632, -0.831], [-3.806, -0.685, 0.254], [-4.609, -1.069, 1.394], [-6.090, -1.272, 1.021], [-6.573, -0.174, 0.220], [-6.932, 0.678, -0.450], [-3.348, 0.593, 0.200], [-3.469, 1.363, 1.129], [-2.644, 1.009, -1.077], [-0.969, 0.293, -1.145], [0.003, 1.648, -0.609], [-0.567, 2.830, -0.489], [0.177, 3.849, -0.081], [1.456, 3.817, 0.221], [2.037, 2.635, 0.089], [3.703, 2.316, 0.418], [3.501, 0.623, -0.022], [4.636, -0.278, 0.039], [5.815, 0.108, 0.679], [6.898, -0.747, 0.741], [6.827, -2.004, 0.163], [5.664, -2.398, -0.480], [4.578, -1.547, -0.544], [2.220, 0.340, -0.391], [1.368, 1.466, -0.336], [-3.848, -2.635, -0.432], [-4.461, -1.449, -1.602], [-2.716, -1.593, -1.287], [-4.518, -0.260, 2.123], [-4.215, -1.993, 1.829], [-6.690, -1.343, 1.931], [-6.223, -2.192, 0.444], [-3.178, 0.695, -1.971], [-2.497, 2.090, -1.058], [-0.327, 4.801, 0.009], [5.872, 1.087, 1.133], [7.801, -0.432, 1.242], [7.673, -2.672, 0.210], [5.605, -3.374, -0.937], [3.684, -1.862, -1.059], [1.865, -0.631, -0.685]], "atomic_forces_ev_per_a": [[0.0, 0.1, -0.2], [-0.2, -0.4, 0.3], [0.1, 0.1, 0.2], [0.3, -0.4, 0.4], [-0.1, 0.0, 0.0], [-0.2, 0.5, -0.4], [0.2, 0.3, -0.1], [0.0, 0.3, 0.1], [0.3, 0.0, 0.1], [-0.1, -0.2, -0.1], [0.0, 0.2, 0.0], [-0.2, -0.2, -0.1], [0.1, 0.2, 0.1], [0.4, 0.4, 0.2], [-0.4, -0.6, -0.2], [-0.2, -0.3, -0.1], [-0.8, 0.5, -0.1], [0.5, -0.4, 0.0], [-0.2, 0.0, -0.1], [0.1, -0.1, 0.0], [0.1, 0.0, 0.0], [0.0, -0.1, 0.0], [0.0, 0.2, 0.1], [0.5, -0.2, 0.1], [-0.1, 0.9, 0.2], [0.0, 0.0, 0.0], [0.0, -0.1, 0.0], [-0.1, -0.1, 0.0], [0.0, -0.2, -0.1], [-0.1, 0.1, 0.0], [0.0, -0.1, -0.1], [0.0, 0.0, 0.1], [0.0, 0.0, 0.0], [-0.2, -0.2, 0.0], [0.0, 0.1, 0.0], [0.1, 0.1, 0.1], [0.1, 0.0, 0.0], [0.1, 0.0, 0.0], [0.0, -0.1, 0.0], [-0.1, 0.0, -0.1], [0.1, -0.3, 0.0]], "lumo_energy_ev": -0.16, "homo_ev": -8.22, "smiles": "CN(CCC#N)C(=O)CSc1ncnc2sc(-c3ccccc3)cc12", "largest_force_ev_per_a": 0.93}

{"formula": "C9H6", "method": "ωB97M-V with the def2-TZVPD basis set", "symbols": ["C", "C", "C", "C", "C", "C", "C", "C", "C", "H", "H", "H", "H", "H", "H"], "coordinates": [[-1.896, -0.079, -1.827], [-0.863, -0.047, -1.109], [0.036, -0.063, 0.020], [1.326, -0.813, -0.295], [2.269, -1.421, -0.745], [-0.690, -0.739, 1.010], [-1.411, -1.112, 1.855], [0.669, 1.238, 0.644], [0.418, 2.477, 0.298], [-2.709, 0.030, -2.570], [3.233, -1.824, -0.838], [-1.740, -1.833, 2.580], [1.251, 0.829, 1.626], [-0.140, 2.807, -0.567], [0.953, 3.344, 0.659]], "atomic_forces_ev_per_a": [[3.6, 0.6, 1.8], [-5.1, 0.7, -3.9], [3.5, 0.6, -0.9], [-0.6, -0.6, -1.1], [-0.9, 1.0, 1.2], [0.6, 0.6, -0.1], [-1.3, -2.5, 2.8], [-0.2, -2.0, 2.3], [0.8, 1.1, -0.8], [1.1, -0.3, 1.0], [0.5, -0.4, -0.4], [-0.4, 0.6, -0.1], [-1.1, 1.6, -2.6], [-0.5, -0.7, -0.2], [0.1, -0.2, 0.9]], "lumo_energy_ev": 0.99, "homo_ev": -9.88, "smiles": "C#CC(C#C)(C#C)C=C", "largest_force_ev_per_a": 6.43}

Orbital gap values, unit eV, following the record order: 6.545; 8.067; 10.872.